(1)
# C3H35NO13S2

A 14-piece molecular cluster, C3H35NO13S2 overall at a distorted geometry (the ωB97M-V functional and the def2-TZVPD basis, the Open Molecules 2025 dataset).

- strongest force on any atom (Eh/bohr) = 0.052
- HOMO (eV) = -8.7275
- energy relative to the best compared isomer or geometry (same formula, charge and spin) (eV) = 1.261
- LUMO energy (eV) = -0.103

ORCA input file:
```
! wB97M-V def2-TZVPD RIJCOSX def2/J DEFGRID3
* xyz 0 1
N -0.7091 2.0497 -1.1236
C -0.5336 1.6501 0.2752
C -0.2736 0.1706 0.3817
C -1.8688 1.9448 1.0553
S -1.9180 3.7352 1.2935
S -3.7924 3.9403 2.1208
H -1.1929 2.9258 -1.1103
H -0.0002 1.9374 -1.8025
H 0.3109 2.2364 0.6877
H 0.6507 -0.1706 -0.1684
H 0.0617 -0.0274 1.4202
H -1.1159 -0.4420 0.0954
H -2.7689 1.5077 0.5796
H -1.8581 1.2825 1.9465
H -3.6285 3.1477 3.1736
H -0.1535 0.2348 -5.0865
H -0.9619 0.9915 -3.9109
O -1.0004 0.4698 -4.7136
H 1.5106 -3.0236 -0.6439
H 0.3962 -3.3537 -1.7199
O 0.9432 -2.6677 -1.3335
H 1.8224 2.9973 -3.6433
H 2.7356 2.5725 -2.5339
O 1.8176 2.4697 -2.8090
H -2.0851 -1.7598 1.5013
H -2.3291 -2.1425 3.0636
O -1.7967 -1.6409 2.4282
H 2.4401 2.6919 2.1125
H 3.3454 1.5024 1.3880
O 2.6436 2.1838 1.3284
H -1.8439 -2.6091 -0.4712
H -2.5658 -1.2767 -0.6555
O -2.6035 -2.1153 -0.0986
H 3.0430 -0.9155 1.5343
H 4.2772 -1.5947 1.9704
O 3.8813 -0.7092 1.9645
H -2.2592 -1.3951 -2.3891
H -1.0513 -1.3283 -3.3840
O -1.6213 -1.9509 -2.9019
H 1.7381 0.6716 -3.3829
H 1.5922 -0.7772 -2.8241
O 1.1590 -0.0948 -3.3569
H 2.7381 0.0223 3.5185
H 1.4993 0.6145 2.8348
O 1.7787 0.1051 3.6070
H -2.9871 0.4944 -2.7125
H -1.9387 0.7772 -1.5689
O -2.6901 0.1732 -1.8579
H 1.4715 -2.7704 2.0909
H 2.3190 -3.8125 1.8067
O 2.2313 -2.9160 1.4201
H -0.3714 -2.2902 3.4400
H 0.9050 -1.4390 3.7763
O 0.6070 -2.2769 3.3879
*
```

(2)
# C3H36NO15

A 14-piece molecular cluster, C3H36NO15 overall at a distorted geometry (the ωB97M-V functional and the def2-TZVPD basis, the Open Molecules 2025 dataset).

- strongest force on any atom (Eh/bohr) = 0.057
- HOMO (eV) = -13.2983
- energy relative to the best compared isomer or geometry (same formula, charge and spin) (eV) = 0.000
- LUMO energy (eV) = -2.177

ORCA input file:
```
! wB97M-V def2-TZVPD RIJCOSX def2/J DEFGRID3
* xyz 1 1
C 2.1303 2.7789 -1.8787
O 1.6607 4.0302 -1.4138
C 1.0647 1.7120 -1.9404
C 1.7019 0.2744 -1.9534
O 0.5802 -0.6093 -2.0414
N 0.1597 1.8863 -0.7224
H 2.8238 2.4657 -1.0462
H 2.8507 3.0298 -2.6725
H 1.1836 4.5583 -2.0490
H 0.4550 1.8569 -2.8984
H 2.2821 0.2349 -2.9053
H 2.1461 0.1289 -0.9264
H 0.0373 -0.6294 -1.1851
H 0.1986 1.0147 -0.2184
H 0.5318 2.6765 -0.2140
H -0.8346 2.0285 -0.9926
H 4.1073 -2.1322 1.3450
H 2.8736 -3.1530 1.1940
O 3.3847 -2.5853 1.7974
H 1.0283 -2.5034 -0.9338
H 1.4649 -3.8777 -1.3560
O 1.3872 -3.3115 -0.5495
H -0.3816 -1.4841 0.9266
H -1.5925 -0.9100 0.0342
O -0.6418 -0.8104 0.2537
H -0.6924 -3.0862 2.2333
H 0.1308 -2.5250 3.3591
O -0.3708 -2.2331 2.5846
H -1.5849 1.0788 4.1291
H -0.8319 0.3115 2.9552
O -1.1946 1.1476 3.2469
H -2.7092 3.4943 -0.4902
H -3.0913 3.4807 -1.9520
O -2.3235 3.3859 -1.3759
H -2.1919 2.7804 1.5870
H -2.4323 1.2228 1.4375
O -2.1827 2.0312 0.9857
H 3.1474 -1.2422 3.4224
H 2.7351 0.0167 4.0883
O 2.6409 -0.4398 3.2320
H -3.2357 -2.0751 1.7825
H -3.6795 -1.0639 0.6475
O -3.1120 -1.1745 1.4179
H -0.9218 -0.0257 -3.0626
H -1.7255 0.7497 -4.1276
O -1.7546 0.4320 -3.2282
H 2.9280 -0.5130 1.3626
H 3.4463 0.8295 1.7594
O 3.2802 0.2899 0.9770
H -0.2310 -3.8035 -0.0074
H -1.7480 -4.2567 -0.2516
O -1.1695 -3.6003 0.1370
H -3.2849 -0.1974 -1.6262
H -4.6632 -0.7303 -1.6028
O -3.7798 -0.9541 -1.2737
*
```

(3)
# C3H36O15

A 15-piece molecular cluster, C3H36O15 overall at a distorted geometry (the ωB97M-V functional and the def2-TZVPD basis, the Open Molecules 2025 dataset).

- strongest force on any atom (Eh/bohr) = 0.049
- HOMO (eV) = -10.7227
- energy relative to the best compared isomer or geometry (same formula, charge and spin) (eV) = 0.586
- LUMO energy (eV) = 0.116

ORCA input file:
```
! wB97M-V def2-TZVPD RIJCOSX def2/J DEFGRID3
* xyz 0 1
C 0.4975 -0.1369 -1.3190
O 0.9810 -1.4126 -0.8415
C -0.2572 -0.5337 -2.6093
C 0.7252 -0.7737 -3.7426
H -0.0764 0.2162 -0.4603
H 1.3963 0.4513 -1.5216
H 1.2988 -1.3126 0.0636
H -0.8711 -1.4478 -2.3268
H -0.9511 0.2164 -3.0333
H 1.3109 -1.6299 -3.5367
H 0.3280 -0.9996 -4.7856
H 1.3968 0.0663 -3.8841
H 0.1842 4.0716 -0.2662
H -0.1105 4.9897 -1.3943
O 0.3205 4.1318 -1.2207
H -0.0713 -3.1214 -0.7252
H 0.9654 -4.3142 -0.7522
O 0.0857 -4.0489 -0.4462
H -2.1299 1.6950 2.2332
H -1.1947 2.4277 3.1171
O -1.2559 1.5451 2.6799
H -0.0139 0.6243 3.0021
H 1.4148 0.2805 2.5147
O 0.6625 -0.1060 2.9882
H -0.4684 -1.5578 1.3254
H -1.0815 -0.9169 2.4780
O -1.3551 -1.4802 1.7315
H 2.9820 -2.0120 1.6804
H 4.2660 -2.2117 0.9343
O 3.4511 -1.6861 0.9033
H 3.0259 -2.8692 -1.4135
H 1.8599 -3.3889 -2.1354
O 2.7193 -3.6880 -1.8207
H -3.2245 3.2599 0.5368
H -1.7588 2.6941 0.6639
O -2.2724 3.4524 0.3891
H 3.3296 0.2133 1.1999
H 3.7892 1.5831 1.7757
O 3.0716 1.1456 1.2814
H 0.8481 -3.7714 1.1128
H 1.3288 -3.8415 2.4150
O 1.4295 -3.2019 1.6950
H -3.9694 0.6108 1.4584
H -4.0807 1.4221 2.7525
O -3.6938 1.4727 1.8638
H 0.3838 1.8565 1.3808
H 1.6284 2.3885 0.6220
O 0.7615 2.6592 1.0069
H -3.4853 -1.2122 0.2442
H -4.3546 -0.1719 -0.4789
O -4.2738 -0.5878 0.3819
H -1.2179 2.8942 -3.0739
H -2.1499 3.1842 -1.8764
O -2.1243 2.8823 -2.7673
*
```

(4)
# C3H37O16V

C3H37O16V as an isolated structure at a distorted geometry (the ωB97M-V functional and the def2-TZVPD basis, the Open Molecules 2025 dataset).

- strongest force on any atom (Eh/bohr) = 0.060
- HOMO (alpha / beta) (eV) = -10.8081 / -11.3508
- expectation value of S² = 3.7545
- energy relative to the best compared isomer or geometry (same formula, charge and spin) (eV) = 0.000
- LUMO energy (alpha / beta) (eV) = -3.097 / -3.120

ORCA input file:
```
! wB97M-V def2-TZVPD RIJCOSX def2/J DEFGRID3
* xyz 1 4
V 0.5912 -2.9083 -1.3584
C 0.2252 0.1537 0.8436
C 1.0892 0.1487 -0.3984
C 2.4842 -0.3823 -0.0554
O 0.5482 -0.7853 -1.2394
H 0.4642 -0.4693 1.6656
H -0.8748 0.0337 0.7206
H 0.3122 1.1387 1.3296
H 1.1852 1.1127 -0.9094
H 2.4382 -1.3963 0.2086
H 2.9662 0.3467 0.5666
H 3.0462 -0.3603 -0.9534
O 1.4182 -3.5703 0.4956
H 1.3632 -4.4873 0.7706
H 1.0612 -3.0653 1.2296
O 0.4472 2.9197 3.3556
H 0.7892 2.0507 3.3966
H -0.3488 2.8257 3.8796
O -3.2108 -1.4073 -0.7074
H -3.7338 -1.5023 0.0676
H -3.1278 -0.4123 -0.7274
O 2.1882 -0.1613 -3.4944
H 2.6682 0.6407 -3.6034
H 1.4802 0.0717 -2.9284
O -0.3688 -2.4963 2.9716
H -1.2818 -2.5123 2.6356
H -0.0938 -1.6993 3.4536
O 1.2382 3.4497 0.7576
H 1.0952 3.2427 1.6656
H 1.1042 4.3797 0.7196
O 2.3922 -2.8153 -2.6944
H 2.8772 -2.0313 -2.8964
H 2.5862 -3.2893 -3.4944
O -1.3008 -3.2543 -0.3284
H -1.8748 -2.4753 -0.3534
H -1.9428 -3.9653 -0.4124
O -1.2308 3.0757 0.1066
H -1.1438 2.2097 0.5836
H -0.2978 3.3017 0.2226
O -0.6488 0.9497 -3.0174
H -1.1678 1.7367 -2.8304
H -0.4238 0.4597 -2.2364
O 0.1062 -0.2743 4.4966
H 0.0112 0.1607 5.3226
H -0.4148 0.2857 3.9796
O -2.5478 1.3267 2.0386
H -2.4808 2.2277 2.4856
H -2.8528 0.6387 2.6576
O -0.5608 -2.6393 -3.2744
H -1.4888 -2.8463 -3.3644
H -0.1948 -2.3013 -4.0684
O 1.3172 3.5527 -1.9944
H 1.6712 3.4237 -1.1394
H 1.7832 2.9087 -2.5344
O -3.3968 1.3177 -0.6574
H -2.8628 1.8707 -1.2024
H -3.0748 1.5487 0.2476
*
```

(5)
# C3H39N2O16

A 16-piece molecular cluster, C3H39N2O16 overall at a distorted geometry (the ωB97M-V functional and the def2-TZVPD basis, the Open Molecules 2025 dataset).

- strongest force on any atom (Eh/bohr) = 0.094
- HOMO (eV) = -13.2257
- energy relative to the best compared isomer or geometry (same formula, charge and spin) (eV) = 2.616
- LUMO energy (eV) = -2.474

ORCA input file:
```
! wB97M-V def2-TZVPD RIJCOSX def2/J DEFGRID3
* xyz 1 1
N 1.6807 -1.8672 -1.9654
C 1.3375 -0.3245 -1.8227
C 0.2252 0.0713 -2.7395
C 0.6902 -0.1779 -0.3910
N -0.1170 0.8273 -0.0525
O 0.9452 -1.0201 0.4842
H 2.5940 -2.0801 -1.2975
H 2.0209 -2.2241 -2.8347
H 0.9821 -2.5332 -1.5784
H 2.3555 0.1945 -1.8948
H -0.1450 1.1065 -2.7126
H -0.7561 -0.3711 -2.5115
H 0.3199 -0.2181 -3.8574
H -0.3643 0.9587 0.9151
H -0.2377 1.6479 -0.6141
H -4.5755 -0.0468 2.0977
H -3.5267 -0.8478 1.2920
O -4.0778 0.0976 1.2587
H -3.3700 2.7481 1.2898
H -1.9854 2.5631 1.7572
O -2.4795 3.1653 1.2066
H -0.6154 -3.7937 -1.4855
H -1.4489 -2.6627 -1.9138
O -0.8316 -3.2408 -2.2921
H -3.1568 -3.0546 1.4536
H -2.1328 -1.8517 1.9499
O -2.8335 -2.1572 1.3191
H -3.2805 -1.8096 -1.7860
H -2.8178 -0.9840 -0.4230
O -2.6481 -1.2187 -1.3664
H 3.1595 1.4403 0.2877
H 2.2730 2.3930 -0.4016
O 2.3410 1.8841 0.4071
H -0.6501 -0.9347 2.8795
H -0.0357 -1.7080 1.8005
O -0.7261 -1.8144 2.5122
H -0.9303 1.6090 3.8377
H 0.2506 2.1444 2.9742
O -0.4252 1.5027 3.0258
H 2.0319 2.4900 2.3488
H 1.8062 3.9197 2.9466
O 1.7483 2.9976 3.0653
H 0.5371 3.1819 -1.6250
H 1.5398 4.1677 -1.8920
O 1.4526 3.2652 -1.5830
H -2.8098 0.3521 -2.0554
H -3.5303 1.5301 -2.6284
O -2.6563 1.2146 -2.4798
H 0.9124 -4.5286 0.5008
H 0.8324 -2.9059 0.6129
O 1.0921 -3.6589 0.1885
H 4.1907 -0.9820 2.5708
H 2.8359 -0.6874 2.3067
O 3.7004 -0.6415 1.8288
H 4.1839 -1.5943 0.1196
H 3.8457 -2.8651 0.0739
O 3.9155 -2.1897 -0.5839
H -1.5434 3.4916 -0.6964
H -1.8626 2.3380 -1.8857
O -1.1870 3.0984 -1.5004
*
```

(6)
# C3H3AgNaO3

C3H3AgNaO3 as an isolated structure at a distorted geometry (the ωB97M-V functional and the def2-TZVPD basis, the Open Molecules 2025 dataset).

- strongest force on any atom (Eh/bohr) = 0.084
- HOMO (alpha / beta) (eV) = -6.3350 / -5.1681
- expectation value of S² = 0.8231
- energy relative to the best compared isomer or geometry (same formula, charge and spin) (eV) = 0.000
- LUMO energy (alpha / beta) (eV) = -1.754 / -2.111

ORCA input file:
```
! wB97M-V def2-TZVPD RIJCOSX def2/J DEFGRID3
* xyz 0 2
O -0.6427 0.5561 -1.8387
C 0.3664 1.2642 -1.6296
C 1.3679 0.9021 -0.6685
H 0.4317 2.2745 -2.0732
H 1.7250 1.6659 0.0243
H 1.8823 -0.0473 -0.8502
Na -1.8954 -0.9697 -0.7771
O 0.0632 -1.1257 2.1964
C -1.0509 -0.9309 1.5765
O -2.2049 -0.4261 1.5599
Ag -0.0427 -3.1632 2.4803
*
```

(7)
# C3H3AlO3

C3H3AlO3 as an isolated structure at a distorted geometry (the ωB97M-V functional and the def2-TZVPD basis, the Open Molecules 2025 dataset).

- strongest force on any atom (Eh/bohr) = 0.112
- HOMO (alpha / beta) (eV) = -13.3805 / -13.0029
- expectation value of S² = 1.2491
- energy relative to the best compared isomer or geometry (same formula, charge and spin) (eV) = 3.048
- LUMO energy (alpha / beta) (eV) = -6.533 / -7.603

ORCA input file:
```
! wB97M-V def2-TZVPD RIJCOSX def2/J DEFGRID3
* xyz 1 2
O 1.2920 -0.2215 0.0993
O -0.6903 1.4963 -0.6432
C -1.5792 0.6415 -0.1421
C -1.1780 -0.6104 0.3348
O 3.6810 -0.9766 0.0549
C 2.8209 -0.1728 0.1138
Al 0.8948 1.2064 -0.6144
H -2.6235 0.9718 -0.0346
H -0.9723 -1.3747 -0.4305
H -1.6455 -0.9599 1.2621
*
```

(8)
# C3H3BeLiO3

C3H3BeLiO3 as an isolated structure at a distorted geometry (the ωB97M-V functional and the def2-TZVPD basis, the Open Molecules 2025 dataset).

- strongest force on any atom (Eh/bohr) = 0.095
- HOMO (alpha / beta) (eV) = -11.6842 / -12.6840
- expectation value of S² = 0.7601
- energy relative to the best compared isomer or geometry (same formula, charge and spin) (eV) = 5.112
- LUMO energy (alpha / beta) (eV) = -4.311 / -5.172

ORCA input file:
```
! wB97M-V def2-TZVPD RIJCOSX def2/J DEFGRID3
* xyz 1 2
O -1.1327 -0.8128 -0.4648
Be -0.4538 -1.2622 -1.8008
C -1.2400 0.4702 0.8573
C 0.0754 -0.2576 -0.1581
O -0.7520 1.6187 0.5139
C 0.3221 1.2244 -0.4127
H 0.0774 1.5860 -1.4174
H 1.2805 1.6011 -0.0402
H 1.4506 -1.5969 0.2169
Li -0.5169 -1.5681 1.9765
O 0.8892 -1.0027 0.7294
*
```